{"formula": "C20H38BBrCl4CsF4LiN5O11PS2", "method": "the ωB97M-V functional and the def2-TZVPD basis", "de_lowest_kcal_mol": 0.0, "max_force_ev_per_a": 9.4, "lumo_ev": -3.28, "mol_weight_g_mol": 1068.02, "energy_ev": -214715.6813, "total_charge": 0, "symbols": ["N", "C", "C", "C", "N", "N", "C", "O", "N", "O", "C", "S", "C", "C", "P", "O", "O", "O", "C", "Br", "H", "H", "H", "H", "H", "H", "H", "H", "H", "H", "H", "H", "H", "B", "F", "F", "F", "F", "C", "C", "C", "S", "O", "O", "C", "H", "H", "H", "H", "H", "H", "H", "H", "C", "C", "N", "H", "H", "H", "Cs", "O", "C", "O", "C", "C", "C", "H", "H", "H", "H", "H", "H", "H", "H", "O", "H", "Li", "C", "Cl", "Cl", "Cl", "H", "Cl", "C", "O", "H", "H", "H", "H"], "positions_angstrom": [[0.9015, -3.2639, 3.5489], [-0.3488, -3.7278, 2.9254], [-0.7622, -2.9724, 1.6404], [-0.6593, -1.4918, 1.8339], [-1.6951, -0.9854, 2.4614], [-1.6516, 0.3239, 2.6498], [-2.8097, 0.8519, 3.3771], [-3.6685, 1.5342, 2.4692], [-4.8750, 0.7437, 2.2681], [-4.8171, 0.1496, 1.2754], [-0.6920, 1.1294, 2.2310], [-0.8188, 2.8750, 2.5048], [0.4315, 0.6278, 1.5593], [1.4953, 1.5564, 1.0986], [2.7538, 1.9813, 2.3804], [2.6206, 3.3996, 2.7237], [4.2109, 1.6740, 1.7924], [2.6121, 1.0843, 3.6446], [0.4394, -0.7485, 1.3813], [1.8883, -1.5509, 0.5204], [1.5403, -2.9631, 2.8244], [0.6746, -2.4479, 4.1011], [-0.3404, -4.8034, 2.7760], [-1.1445, -3.5494, 3.6472], [-1.8246, -3.1574, 1.4766], [-0.2510, -3.3231, 0.7502], [-3.3621, 0.0044, 3.8080], [-2.5281, 1.4630, 4.2187], [-0.1241, 3.0582, 3.6493], [2.0018, 1.1135, 0.2454], [1.0765, 2.4899, 0.7527], [4.2620, 1.9936, 0.8847], [2.6523, 0.1206, 3.4398], [3.6806, -3.9919, -1.9173], [2.7420, -4.7168, -1.2576], [4.8005, -4.7307, -2.2772], [3.1436, -3.4380, -3.1277], [4.1074, -2.8273, -1.2085], [1.1590, 0.1238, -4.9358], [2.6359, 0.2168, -5.3409], [3.3741, 0.9805, -4.2336], [2.4336, 0.6656, -2.7059], [1.8843, 1.9100, -2.2641], [3.1786, -0.1820, -1.8126], [1.1517, -0.3108, -3.4777], [0.6137, -0.5783, -5.5634], [0.6795, 1.1050, -5.0306], [3.0526, -0.7885, -5.4391], [2.7592, 0.7181, -6.3045], [4.3988, 0.6295, -4.1152], [3.3713, 2.0600, -4.4068], [0.2041, -0.1174, -2.9806], [1.4284, -1.3621, -3.3660], [5.7427, -1.9081, 4.8339], [4.7204, -1.6551, 3.8360], [4.0586, -1.3442, 2.9465], [6.7115, -2.0807, 4.3584], [5.8394, -1.0562, 5.5057], [5.4753, -2.7788, 5.4245], [3.4363, 2.0924, -7.0127], [-1.3383, 2.1429, -3.9487], [-2.2198, 1.3228, -4.0106], [-2.6298, 0.9039, -5.2192], [-3.5480, -0.1876, -5.4019], [-4.9882, 0.2630, -5.2929], [-2.9214, 0.8283, -2.7676], [-3.3160, -1.0041, -4.7174], [-3.3548, -0.5585, -6.4068], [-5.2128, 0.6580, -4.3026], [-5.6627, -0.5690, -5.4917], [-5.1892, 1.0580, -6.0105], [-3.6947, 1.5444, -2.4938], [-2.1929, 0.7730, -1.9616], [-3.3645, -0.1590, -2.8682], [-2.7675, -1.4367, 5.4205], [-2.1856, -1.7070, 4.6995], [4.8074, -2.1323, -2.9125], [1.8254, 4.9415, 5.4638], [0.7109, 3.6331, 5.8631], [1.1814, 5.9209, 4.1442], [2.1415, 5.9415, 6.8828], [2.7573, 4.5000, 5.1366], [2.9197, -3.2056, 5.2651], [-7.7130, 1.4005, -0.8890], [-7.8950, 0.1577, -0.2279], [-8.6206, 1.6176, -1.4466], [-7.5392, 2.2050, -0.1687], [-6.8705, 1.3521, -1.5880], [-7.0898, -0.0288, 0.2631]], "mulliken_charge": [-0.462, -0.975, -1.017, -0.340, -0.913, 1.130, -0.952, -0.209, 0.229, -0.232, -0.114, -0.140, 0.358, 0.177, 0.925, -0.586, -0.533, -0.318, 0.939, 0.133, 0.199, 0.374, 0.407, 0.415, 0.434, 0.453, 0.634, 0.325, 0.009, -0.921, 0.768, 0.304, 0.218, 0.495, -0.301, -0.313, -0.413, -0.389, -0.183, -1.842, -1.620, 1.261, -0.720, -0.534, -0.497, 0.381, 0.243, 0.595, 1.232, 0.336, 0.744, 0.132, 0.382, -0.993, 0.531, -0.497, 0.289, 0.249, 0.323, 1.053, -0.595, 0.867, -0.366, -0.394, -0.808, -0.917, 0.348, 0.343, 0.075, 0.372, 0.311, 0.286, 0.154, 0.346, -1.058, 0.236, 0.844, 0.216, -0.092, -0.129, -0.150, 0.202, -0.771, -0.309, -0.503, 0.264, 0.268, -0.012, 0.304]}

=====

{"formula": "C20H39Br12ClN2PS", "method": "the ωB97M-V functional and the def2-TZVPD basis", "max_force_ev_per_a": 4.4, "lumo_ev": -2.59, "mol_weight_g_mol": 1364.89, "energy_ev": -897504.2458, "total_charge": 1, "symbols": ["C", "P", "C", "C", "C", "N", "C", "S", "N", "C", "C", "C", "Cl", "H", "H", "H", "H", "H", "H", "H", "H", "H", "H", "H", "H", "H", "H", "H", "Br", "C", "C", "Br", "H", "H", "H", "H", "Br", "C", "C", "Br", "H", "H", "H", "H", "Br", "C", "C", "Br", "H", "H", "H", "H", "Br", "C", "C", "Br", "H", "H", "H", "H", "Br", "C", "C", "Br", "H", "H", "H", "H", "Br", "C", "C", "Br", "H", "H", "H", "H"], "positions_angstrom": [[1.0483, -1.2034, 1.2735], [2.1912, -1.6634, -0.1537], [1.0925, -2.7185, -1.2550], [2.3518, -0.0452, -1.0868], [2.0251, 0.1800, -2.4720], [2.3093, 1.5370, -2.6229], [2.7637, 2.0378, -1.4271], [3.2406, 3.7332, -1.1422], [2.8218, 1.0964, -0.4378], [3.2726, 1.2503, 0.9392], [4.5191, 0.3333, 1.2130], [5.3734, 0.8802, 2.4115], [7.1196, 0.4556, 2.1005], [0.2832, -1.9764, 1.4574], [0.5170, -0.2600, 1.0101], [1.6782, -0.9678, 2.1509], [1.2391, -3.7806, -0.9730], [1.3958, -2.6183, -2.3163], [0.0308, -2.4461, -1.0997], [1.6613, -0.5258, -3.2157], [2.1874, 2.0486, -3.4969], [2.1883, 4.1905, -0.3925], [3.5637, 2.3018, 1.1276], [2.4786, 1.0288, 1.6758], [5.1902, 0.3711, 0.3319], [4.2166, -0.6969, 1.4627], [5.1162, 0.3648, 3.3492], [5.3238, 1.9796, 2.4841], [-0.5269, 1.7445, -0.9492], [-2.2408, 2.3489, -0.2447], [-2.2725, 2.2852, 1.2587], [-2.5036, 0.4573, 1.8928], [-3.0068, 1.7416, -0.7197], [-2.3373, 3.3797, -0.5856], [-3.1327, 2.8314, 1.6440], [-1.3651, 2.6673, 1.7223], [1.9172, 3.1485, -6.6274], [0.6647, 1.7525, -7.1579], [-0.6537, 1.9029, -6.4462], [-0.5213, 1.3011, -4.6002], [1.1505, 0.8010, -6.9616], [0.5366, 1.8758, -8.2322], [-1.4107, 1.2680, -6.9040], [-1.0135, 2.9278, -6.4193], [0.7569, 3.2494, 2.9678], [0.8163, 2.3115, 4.6787], [-0.5459, 1.8034, 5.0712], [-1.6745, 3.2430, 5.7337], [1.2426, 3.0018, 5.4013], [1.5050, 1.4806, 4.5255], [-0.4654, 1.0988, 5.8975], [-1.0809, 1.3337, 4.2493], [-4.7858, 2.4628, -2.8593], [-5.1797, 4.2246, -2.1284], [-4.6225, 5.3164, -3.0025], [-2.6953, 5.4932, -2.7720], [-4.7859, 4.2436, -1.1157], [-6.2666, 4.2805, -2.0915], [-5.0344, 6.2828, -2.7160], [-4.8010, 5.1488, -4.0609], [-0.4050, -1.7626, 4.9703], [-1.4106, -3.4307, 4.9182], [-0.6510, -4.5022, 4.1832], [-0.7267, -4.2262, 2.2565], [-2.3748, -3.2056, 4.4710], [-1.5540, -3.7099, 5.9610], [-1.1066, -5.4769, 4.3505], [0.3998, -4.5461, 4.4559], [-1.7242, -9.1706, -2.2725], [-1.5472, -8.3658, -0.5093], [-2.2989, -7.0638, -0.4211], [-1.3426, -5.6282, -1.3253], [-0.4836, -8.2591, -0.3148], [-1.9682, -9.0961, 0.1803], [-2.3827, -6.7402, 0.6160], [-3.2899, -7.1112, -0.8639]], "mulliken_charge": [0.194, -0.143, -1.053, 0.373, -0.572, 0.370, -0.328, -0.246, 0.486, -0.534, -0.353, -0.543, -0.196, -0.277, -0.060, 0.209, 0.367, 0.410, 0.326, 0.428, 0.125, 0.186, 0.650, -0.348, 0.390, 0.275, 0.343, 0.317, 0.080, -0.226, -0.086, -0.171, 0.245, 0.050, 0.490, -0.258, -0.134, -0.634, -0.553, -0.117, 0.349, 0.374, 0.357, 0.395, -0.163, -0.408, -0.485, -0.122, 0.443, 0.240, 0.417, 0.041, -0.128, -0.563, -0.572, -0.127, 0.327, 0.373, 0.343, 0.380, -0.118, -0.624, -0.628, -0.087, 0.388, 0.377, 0.347, 0.392, -0.129, -0.611, -0.495, -0.115, 0.360, 0.362, 0.250, 0.381]}

=====

{"formula": "C20H39Br16O5P", "method": "the ωB97M-V functional and the def2-TZVPD basis", "max_force_ev_per_a": 15.4, "lumo_ev": -0.02, "mol_weight_g_mol": 1668.96, "energy_ev": -1161571.6455, "total_charge": 0, "symbols": ["O", "C", "O", "C", "C", "C", "P", "O", "O", "O", "H", "H", "H", "H", "H", "H", "H", "Br", "C", "C", "Br", "H", "H", "H", "H", "Br", "C", "C", "Br", "H", "H", "H", "H", "Br", "C", "C", "Br", "H", "H", "H", "H", "Br", "C", "C", "Br", "H", "H", "H", "H", "Br", "C", "C", "Br", "H", "H", "H", "H", "Br", "C", "C", "Br", "H", "H", "H", "H", "Br", "C", "C", "Br", "H", "H", "H", "H", "Br", "C", "C", "Br", "H", "H", "H", "H"], "positions_angstrom": [[-0.3593, 3.1955, 1.8890], [-0.0660, 2.9628, 0.6069], [1.1780, 3.2855, -0.1684], [1.3570, 2.4859, -1.4250], [0.2939, 1.2318, -1.1169], [-0.9371, 2.1821, -0.5680], [-2.6213, 1.3990, -0.1246], [-2.8606, 1.1478, 1.4177], [-2.7101, -0.1183, -1.0350], [-3.8545, 2.4392, -0.8661], [0.8312, 2.9561, -2.3883], [2.4555, 2.2124, -1.7259], [0.0532, 0.4954, -1.9992], [0.6910, 0.6340, -0.1681], [-1.1554, 3.0833, -1.3160], [-2.0516, -0.7816, -0.6458], [-3.3671, 3.1808, -1.3706], [-0.8373, -2.6696, 4.0664], [-0.4865, -1.0180, 5.0424], [-0.5622, 0.1835, 4.1293], [1.0412, 0.3365, 3.0292], [0.4868, -1.1341, 5.5270], [-1.2655, -0.9698, 5.8086], [-0.5966, 1.1089, 4.7114], [-1.4161, 0.1570, 3.4468], [6.1420, 4.7363, 3.1388], [4.7383, 5.2926, 1.9045], [3.7202, 4.1945, 1.7030], [4.4027, 2.8089, 0.5119], [5.2313, 5.6024, 0.9789], [4.2762, 6.1654, 2.3745], [2.8273, 4.5828, 1.2048], [3.4259, 3.6995, 2.6326], [-4.3580, 0.7727, -1.7794], [-5.7617, 1.3290, -3.0137], [-6.7798, 0.2308, -3.2152], [-6.0973, -1.1548, -4.4063], [-5.2687, 1.6388, -3.9393], [-6.2238, 2.2018, -2.5437], [-7.6727, 0.6191, -3.7134], [-7.0741, -0.2641, -2.2855], [-6.6212, -3.9774, -1.1278], [-6.3990, -5.6088, -2.1731], [-6.7073, -5.3694, -3.6328], [-8.6308, -5.2748, -3.9419], [-7.0350, -6.3709, -1.7146], [-5.3502, -5.8899, -2.0416], [-6.3626, -6.2092, -4.2428], [-6.2758, -4.4427, -4.0213], [6.8825, -1.1760, 2.2250], [4.9686, -0.9177, 2.4966], [4.1667, -1.9852, 1.7891], [4.0756, -1.6448, -0.1293], [4.7325, 0.0960, 2.1613], [4.8241, -0.9806, 3.5789], [3.1271, -1.9757, 2.1289], [4.5764, -2.9912, 1.9156], [-1.2323, 4.8641, -3.2193], [-0.0556, 5.4500, -4.6599], [-0.1807, 4.5513, -5.8681], [0.7682, 2.8687, -5.5978], [0.9574, 5.4870, -4.2497], [-0.3833, 6.4656, -4.8992], [0.2951, 5.0087, -6.7403], [-1.2153, 4.2980, -6.1154], [5.5397, -2.6080, 5.8569], [7.4823, -2.7139, 5.7213], [8.0682, -3.5069, 6.8662], [8.1070, -2.4538, 8.5075], [7.8552, -1.6873, 5.6689], [7.6737, -3.2143, 4.7678], [9.1134, -3.7593, 6.6659], [7.5140, -4.4232, 7.0881], [-3.7603, -3.3559, -2.7075], [-1.8177, -3.4619, -2.8431], [-1.2318, -4.2549, -1.6981], [-1.1930, -3.2018, -0.0569], [-1.4448, -2.4352, -2.8955], [-1.6263, -3.9623, -3.7966], [-0.1866, -4.5072, -1.8985], [-1.7860, -5.1711, -1.4763]], "mulliken_charge": [-0.540, 0.381, -0.234, 0.288, -0.476, 0.923, 0.986, -0.667, -0.315, -0.376, -0.306, 0.294, 0.178, 0.243, -0.968, 0.120, 0.275, -0.160, -0.592, -0.487, -0.104, 0.348, 0.381, 0.354, 0.252, -0.156, -0.608, -0.387, -0.181, 0.375, 0.390, 0.153, 0.414, 0.205, -0.846, -0.531, -0.154, 0.413, 0.353, 0.385, 0.329, -0.116, -0.699, -0.261, -0.147, 0.421, 0.303, 0.356, 0.100, -0.176, -0.112, -0.404, -0.167, 0.088, 0.175, 0.195, 0.389, -0.100, -0.628, -0.550, -0.124, 0.379, 0.354, 0.352, 0.366, -0.129, -0.588, -0.547, -0.138, 0.389, 0.323, 0.353, 0.358, 0.006, -0.588, -0.594, -0.111, 0.184, 0.421, 0.372, 0.341]}